This record from the Open Molecules 2025 dataset describes CH6NOPS in the gas phase. The level of theory is ωB97M-V with the def2-TZVPD basis set.

## Properties
E_HOMO: -7.97 eV
Lowest unoccupied orbital energy: 0.15 eV
Maximum force: 4.9 eV/Å
Total charge: 0
Gap between HOMO and LUMO: 8.12 eV
SMILES: CSP(N)O

Element x y z (Å)
1 C -1.6357 -1.2500 -0.9811
2 S 0.1372 -0.6868 -0.4665
3 P 1.5912 1.4035 0.0088
4 N 1.4115 2.1491 1.5105
5 O 2.8505 0.4234 0.2024
6 H -2.5581 -0.6265 -0.4543
7 H -1.8386 -1.0272 -2.0438
8 H -1.6932 -2.2179 -0.5785
9 H 1.7653 1.9545 2.4305
10 H 1.0123 3.0302 1.4664
11 H 2.6924 -0.4852 -0.2094

Cartesian forces, eV/Å:
C -1.50 4.59 1.08
S -0.07 -0.17 0.15
P -1.32 0.30 -0.19
N 1.16 -2.22 -0.73
O -0.60 -1.56 -0.08
H 2.59 -1.37 -0.89
H 0.52 -0.87 0.46
H -0.06 -1.39 -0.16
H 0.15 -0.61 0.04
H -0.99 1.86 -0.28
H 0.12 1.43 0.60